118
Properties=species:S:1:pos:R:3 method="wB97M-V/def2-TZVPD" e_lumo_ha=0.0552 mol_weight_da=892.52 total_charge=-1 gap_ev=6.75
I -4.126 -0.412 -0.688
I -3.702 1.302 4.113
O -3.556 -5.609 -0.142
O 1.825 4.019 -4.356
O 8.527 5.492 -1.355
O 0.495 -7.426 0.488
O -5.986 -3.746 1.241
O -5.475 3.668 6.524
O -2.759 -9.938 0.043
O -6.066 -6.577 -2.076
O -2.236 7.217 -4.119
O 6.623 1.478 2.370
O -0.662 -3.293 -0.534
O 5.722 5.251 -1.881
N -2.920 5.959 0.533
C 9.201 4.563 -2.190
C -4.164 0.434 2.195
C -2.214 4.084 1.909
C 6.504 2.809 1.832
C -4.032 -10.494 0.354
C 1.685 1.178 0.802
C -2.480 5.485 1.722
C 4.332 5.087 -2.145
C 2.853 0.730 -0.155
C -2.335 3.049 0.884
C -3.370 0.589 1.099
C 6.258 1.670 -0.418
C -3.077 5.025 -0.420
C -2.820 3.614 -0.397
C -2.712 -6.595 0.462
C 1.633 -6.569 0.507
C 5.359 0.375 -0.476
C 2.661 3.834 -5.489
C -6.817 3.253 6.721
C 6.466 1.452 3.784
C 0.385 0.274 0.675
C -0.854 1.015 0.020
C 4.187 0.297 0.569
C -6.062 -5.057 1.773
C -5.409 -6.313 -3.307
C -3.415 6.445 -4.300
C 5.728 2.854 0.469
C -5.511 -0.381 2.155
C 0.184 -3.466 -1.661
B -1.996 1.474 1.116
H -3.481 5.414 -1.407
H -4.754 -9.683 0.435
H -5.053 -5.437 1.949
H 9.606 3.744 -1.588
H -3.379 -5.628 -1.090
H 6.031 0.445 4.036
H -1.866 6.977 -3.261
H 10.019 5.077 -2.693
H 6.143 3.557 2.585
H 4.376 0.813 1.535
H -5.501 -3.810 0.410
H 4.623 2.933 0.565
H 0.093 -0.068 1.697
H -1.385 -3.926 -0.618
H -6.593 -5.711 1.075
H 6.070 3.816 -0.039
H -6.604 -5.026 2.718
H 3.752 5.670 -1.425
H 4.077 4.034 -2.044
H 7.808 5.015 -0.922
H -2.888 -6.597 1.536
H -7.260 3.869 7.503
H -2.947 -7.580 0.055
H 3.064 2.817 -5.494
H 5.921 6.189 -1.976
H -5.335 -1.466 1.967
H -1.230 0.381 -0.822
H 1.972 1.254 1.878
H -6.044 -0.249 3.135
H 1.395 2.216 0.485
H -3.166 5.381 -4.285
H 1.106 3.381 -4.425
H -1.849 3.763 2.913
H 3.067 1.468 -0.976
H 7.307 1.427 -0.120
H -7.387 3.382 5.797
H -6.130 -6.420 -4.115
H -1.667 -6.352 0.268
H 5.747 2.207 4.183
H -4.131 6.672 -3.506
H 6.331 2.063 -1.471
H -5.104 3.110 5.828
H -0.374 -3.272 -2.581
H -3.983 -11.030 1.305
H 3.484 4.545 -5.433
H 4.899 0.325 -1.493
H 4.059 -0.792 0.821
H 7.562 3.126 1.591
H 0.584 -4.485 -1.677
H -1.504 1.309 2.207
H -5.410 -6.476 -1.376
H -4.592 -7.026 -3.456
H 2.484 -0.188 -0.693
H -4.344 -11.177 -0.440
H -6.843 2.204 7.030
H -2.332 6.170 2.586
H 1.009 -2.758 -1.586
H 7.440 1.515 4.334
H -0.467 1.962 -0.455
H 1.289 -5.536 0.503
H 8.510 4.165 -2.938
H 4.106 5.418 -3.160
H -2.984 2.955 -1.278
H 0.572 -0.658 0.073
H 2.221 -6.749 1.410
H -3.854 6.697 -5.265
H -6.199 0.073 1.395
H 6.030 -0.508 -0.324
H -5.016 -5.292 -3.310
H 2.249 -6.747 -0.379
H 2.093 4.012 -6.406
H -2.136 -10.670 -0.024
H 0.819 -8.333 0.492